{
  "formula": "C22H16Br3CaCl2F5N3O4Te",
  "method": "ωB97M-V/def2-TZVPD",
  "species": ["Ca", "C", "C", "C", "C", "C", "C", "Br", "C", "C", "Br", "C", "O", "C", "N", "H", "H", "H", "H", "H", "H", "O", "C", "O", "C", "C", "C", "C", "C", "N", "H", "H", "H", "H", "Cl", "C", "Cl", "H", "H", "F", "Te", "F", "F", "F", "F", "O", "Br", "C", "C", "C", "N", "C", "C", "H", "H", "H", "H"],
  "xyz": [[-0.024, 0.136, 0.103], [-3.023, 0.004, -2.046], [-3.429, -0.006, -0.602], [-4.779, 0.138, -0.222], [-5.107, 0.172, 1.100], [-4.104, 0.049, 2.087], [-4.354, 0.104, 3.480], [-6.121, 0.370, 4.138], [-3.335, -0.035, 4.375], [-2.030, -0.255, 3.927], [-0.660, -0.469, 5.219], [-1.674, -0.343, 2.578], [-0.487, -0.623, 2.195], [-2.778, -0.142, 1.632], [-2.483, -0.152, 0.298], [-3.866, 0.260, -2.686], [-2.634, -0.971, -2.343], [-2.222, 0.724, -2.214], [-5.538, 0.230, -0.987], [-6.137, 0.291, 1.409], [-3.530, 0.015, 5.437], [0.863, 4.289, 0.062], [0.679, 3.152, 0.481], [-0.272, 2.356, 0.190], [1.654, 2.616, 1.543], [2.402, 3.508, 2.299], [3.231, 3.012, 3.290], [3.273, 1.643, 3.507], [2.495, 0.827, 2.703], [1.722, 1.292, 1.726], [2.302, 4.564, 2.092], [3.831, 3.683, 3.894], [3.890, 1.210, 4.282], [2.469, -0.246, 2.859], [-1.734, -5.358, -0.700], [-0.181, -4.519, -0.620], [-0.371, -2.859, -0.023], [0.247, -4.480, -1.611], [0.455, -5.042, 0.084], [-0.633, -2.508, -2.997], [1.049, -1.647, -2.945], [2.807, -1.084, -3.274], [1.887, -2.896, -1.823], [0.695, -0.781, -4.586], [1.374, -3.021, -4.198], [0.240, -0.230, -2.153], [6.835, 0.843, 0.536], [5.085, 0.265, 0.112], [4.293, 1.025, -0.725], [3.025, 0.552, -1.021], [2.549, -0.589, -0.524], [3.322, -1.295, 0.296], [4.606, -0.918, 0.645], [4.645, 1.955, -1.146], [2.371, 1.097, -1.693], [2.890, -2.211, 0.684], [5.206, -1.525, 1.307]],
  "charge": -1,
  "multiplicity": 1,
  "homo_lumo_gap_ev": 6.83,
  "e_homo_ev": -4.998,
  "largest_force_ha_per_bohr": 0.065,
  "lumo_ha": 0.067,
  "relative_energy_ev": 1.1201
}

***

{
  "formula": "C10H12NS",
  "method": "ωB97M-V/def2-TZVPD",
  "species": ["C", "C", "C", "C", "N", "H", "H", "H", "H", "H", "H", "H", "S", "C", "C", "C", "C", "C", "C", "H", "H", "H", "H", "H"],
  "xyz": [[-2.904, -1.261, 0.056], [-2.518, 0.133, 0.559], [-2.324, 1.063, -0.662], [-3.600, 0.670, 1.406], [-4.476, 1.113, 2.034], [-3.419, -1.819, 0.840], [-3.592, -1.122, -0.789], [-2.036, -1.839, -0.283], [-2.493, 2.104, -0.360], [-1.328, 0.950, -1.116], [-3.101, 0.833, -1.410], [-1.625, 0.097, 1.171], [2.708, -0.131, 2.864], [2.463, -0.091, 1.199], [2.465, 1.140, 0.468], [3.001, 1.152, -0.819], [3.337, -0.072, -1.435], [2.909, -1.290, -0.867], [2.374, -1.289, 0.420], [2.165, 2.038, 0.999], [3.152, 2.099, -1.352], [3.848, -0.072, -2.403], [2.986, -2.223, -1.440], [2.009, -2.183, 0.918]],
  "multiplicity": 2,
  "homo_lumo_gap_ev": [8.95, 6.66],
  "e_homo_ev": [-8.646, -8.912],
  "largest_force_ha_per_bohr": 0.040,
  "lumo_ha": [0.011, -0.083]
}

***

{
  "formula": "C18H20F2N6O3S",
  "method": "ωB97M-V/def2-TZVPD",
  "species": ["C", "C", "C", "S", "O", "O", "N", "C", "C", "C", "C", "F", "C", "C", "O", "N", "C", "C", "N", "C", "N", "N", "C", "N", "C", "C", "C", "C", "C", "F", "H", "H", "H", "H", "H", "H", "H", "H", "H", "H", "H", "H", "H", "H", "H", "H", "H", "H", "H", "H"],
  "xyz": [[0.830, 3.954, 4.710], [0.833, 3.424, 6.109], [-0.142, 2.276, 6.311], [0.242, 0.655, 5.573], [1.400, 0.014, 6.172], [-0.976, -0.142, 5.660], [0.293, 0.941, 3.946], [1.361, 0.899, 2.992], [2.688, 0.550, 3.395], [3.601, 0.405, 2.305], [3.133, 0.394, 0.974], [4.031, 0.179, 0.013], [1.770, 0.749, 0.667], [1.330, 0.765, -0.725], [0.946, 1.875, -1.169], [0.904, -0.392, -1.429], [0.368, -0.438, -2.757], [0.831, 0.506, -3.742], [0.260, 0.684, -4.931], [-0.658, -0.303, -5.214], [-1.252, -0.532, -6.428], [-2.087, -1.633, -6.492], [-1.978, -2.156, -5.302], [-2.678, -3.358, -4.782], [-4.007, -3.575, -5.448], [-2.156, -4.473, -3.981], [-1.047, -1.349, -4.415], [-0.620, -1.346, -3.100], [0.862, 0.994, 1.684], [-0.511, 1.254, 1.462], [-0.145, 4.411, 4.447], [1.091, 3.166, 3.963], [1.694, 4.668, 4.620], [0.475, 4.270, 6.821], [1.813, 3.167, 6.367], [-1.083, 2.505, 5.892], [-0.223, 2.100, 7.414], [-0.493, 1.459, 3.651], [3.046, 0.474, 4.399], [4.662, 0.290, 2.613], [0.744, -1.205, -0.823], [1.646, 1.282, -3.422], [-0.892, -0.007, -7.172], [-4.651, -4.338, -4.903], [-4.496, -2.643, -5.715], [-3.839, -3.839, -6.461], [-1.700, -4.085, -3.112], [-2.957, -5.191, -3.745], [-1.413, -5.085, -4.478], [-0.850, -2.219, -2.410]],
  "multiplicity": 1,
  "homo_lumo_gap_ev": 7.86,
  "e_homo_ev": -7.786,
  "largest_force_ha_per_bohr": 0.118,
  "lumo_ha": 0.003,
  "relative_energy_ev": 2.5913,
  "smiles": "CCCS(=O)(=O)Nc1ccc(F)c(C(=O)Nc2cnc3[nH]nc(N(C)C)c3c2)c1F"
}

***

{
  "formula": "C25H45CdGeN5SSi3",
  "method": "ωB97M-V/def2-TZVPD",
  "species": ["Cd", "N", "C", "S", "N", "N", "C", "C", "C", "C", "C", "C", "N", "H", "H", "H", "H", "H", "H", "H", "C", "Si", "C", "C", "C", "Si", "C", "C", "C", "Si", "C", "C", "C", "C", "C", "C", "C", "N", "H", "H", "H", "H", "H", "H", "H", "H", "H", "H", "H", "H", "H", "H", "H", "H", "H", "H", "H", "H", "H", "H", "H", "H", "H", "H", "H", "H", "C", "Ge", "C", "C", "C", "H", "H", "H", "H", "H", "H", "H", "H", "H", "H"],
  "xyz": [[0.130, -0.179, -0.974], [-4.085, 0.624, -3.023], [-2.739, 0.182, -2.848], [-2.697, -1.579, -2.506], [-1.806, 1.020, -3.070], [-0.504, 0.663, -2.892], [0.423, 1.431, -3.553], [1.758, 1.278, -3.301], [2.783, 2.002, -4.021], [4.097, 1.793, -3.764], [4.476, 0.838, -2.758], [3.457, 0.204, -2.074], [2.155, 0.377, -2.275], [-4.705, 0.147, -2.383], [-4.124, 1.624, -2.884], [0.084, 2.141, -4.307], [2.464, 2.717, -4.774], [4.861, 2.346, -4.304], [5.515, 0.638, -2.525], [3.719, -0.501, -1.281], [-0.468, 4.228, 1.866], [-0.544, 2.996, 0.391], [0.633, 3.764, -0.882], [-2.296, 3.242, -0.305], [-0.186, 1.259, 0.923], [-1.546, 0.420, 1.851], [-3.097, 0.082, 0.803], [-1.004, -1.249, 2.588], [-2.218, 1.389, 3.368], [1.486, 1.036, 1.670], [1.579, 1.354, 3.560], [2.850, 2.141, 0.948], [2.161, -0.729, 1.427], [3.124, -1.305, 2.249], [3.683, -2.532, 1.933], [3.258, -3.162, 0.767], [2.284, -2.545, 0.009], [1.734, -1.377, 0.327], [-0.692, 5.252, 1.554], [0.533, 4.225, 2.314], [-1.179, 3.952, 2.651], [0.138, 4.576, -1.420], [0.940, 3.020, -1.624], [1.533, 4.170, -0.414], [-2.486, 4.296, -0.527], [-3.061, 2.905, 0.400], [-2.396, 2.671, -1.234], [-3.168, 0.782, -0.032], [-4.016, 0.159, 1.393], [-3.052, -0.917, 0.368], [-0.832, -1.973, 1.787], [-1.756, -1.660, 3.266], [-0.067, -1.147, 3.142], [-2.715, 2.306, 3.039], [-1.411, 1.674, 4.050], [-2.943, 0.795, 3.933], [1.023, 2.263, 3.802], [2.607, 1.488, 3.910], [1.132, 0.535, 4.131], [2.716, 3.186, 1.240], [2.844, 2.080, -0.143], [3.833, 1.812, 1.296], [3.444, -0.773, 3.138], [4.438, -2.987, 2.562], [3.683, -4.108, 0.460], [1.914, -3.003, -0.903], [-0.319, -4.520, 0.512], [-1.744, -3.632, -0.571], [-3.298, -3.538, 0.674], [-2.334, -5.147, -1.757], [-1.190, -2.031, -1.563], [-0.765, -5.338, 1.082], [0.164, -3.835, 1.208], [0.453, -4.938, -0.138], [-3.525, -4.560, 0.989], [-4.175, -3.132, 0.168], [-3.099, -2.938, 1.562], [-2.653, -6.005, -1.157], [-1.526, -5.470, -2.417], [-3.175, -4.833, -2.380], [-0.517, -2.441, -2.327]],
  "charge": -2,
  "multiplicity": 1,
  "homo_lumo_gap_ev": 2.97,
  "e_homo_ev": 1.444,
  "largest_force_ha_per_bohr": 0.017,
  "lumo_ha": 0.162,
  "relative_energy_ev": 0.0000
}

***

{
  "formula": "C27H30FN2NiO8PSi",
  "method": "ωB97M-V/def2-TZVPD",
  "species": ["Ni", "O", "H", "H", "C", "O", "P", "O", "C", "O", "C", "H", "H", "H", "H", "H", "H", "H", "H", "H", "C", "C", "C", "C", "C", "C", "Si", "C", "C", "C", "C", "C", "C", "C", "C", "C", "C", "C", "C", "H", "H", "H", "H", "H", "H", "H", "H", "H", "H", "H", "H", "H", "H", "H", "F", "C", "C", "N", "C", "C", "O", "O", "C", "O", "N", "C", "O", "H", "H", "H", "H"],
  "xyz": [[-1.279, -0.039, 0.177], [-1.408, -1.984, 0.594], [-1.450, -1.926, 1.562], [-0.680, -2.571, 0.336], [-3.281, 2.590, -2.696], [-2.644, 1.513, -1.993], [-1.824, 1.790, -0.648], [-0.824, 2.929, -1.119], [-0.211, 3.833, -0.174], [-2.831, 2.674, 0.228], [-3.861, 2.106, 1.040], [-3.946, 2.131, -3.423], [-2.533, 3.197, -3.205], [-3.852, 3.215, -2.010], [0.303, 4.580, -0.771], [0.498, 3.298, 0.452], [-0.977, 4.292, 0.447], [-4.810, 2.168, 0.505], [-3.908, 2.693, 1.954], [-3.643, 1.071, 1.296], [1.089, 0.123, -5.921], [1.860, -0.713, -5.127], [1.602, -0.812, -3.768], [0.572, -0.082, -3.162], [-0.185, 0.758, -3.982], [0.067, 0.860, -5.343], [0.437, -0.185, -1.281], [1.117, -1.910, -0.854], [0.568, -3.038, -1.481], [0.960, -4.324, -1.135], [1.924, -4.514, -0.152], [2.493, -3.412, 0.468], [2.090, -2.125, 0.125], [1.652, 1.063, -0.568], [2.351, 1.958, -1.382], [3.213, 2.898, -0.834], [3.399, 2.956, 0.541], [2.718, 2.073, 1.365], [1.847, 1.144, 0.814], [1.285, 0.200, -6.983], [2.664, -1.291, -5.565], [2.222, -1.470, -3.170], [-0.984, 1.341, -3.555], [-0.538, 1.518, -5.953], [-0.182, -2.907, -2.254], [0.515, -5.177, -1.631], [2.231, -5.514, 0.124], [3.262, -3.551, 1.219], [2.545, -1.283, 0.631], [2.213, 1.927, -2.456], [3.742, 3.587, -1.482], [4.074, 3.688, 0.967], [2.850, 2.108, 2.439], [1.319, 0.476, 1.485], [-2.861, -3.919, 4.581], [-1.792, -3.163, 4.315], [-1.789, -1.851, 4.566], [-0.687, -1.057, 4.342], [-0.837, 0.392, 4.301], [-1.238, 0.911, 2.911], [-1.137, 2.105, 2.687], [-1.667, 0.001, 2.108], [0.445, -1.571, 3.742], [1.405, -0.893, 3.440], [0.408, -2.932, 3.495], [-0.632, -3.830, 3.733], [-0.541, -5.002, 3.457], [-2.659, -1.357, 4.974], [0.105, 0.855, 4.579], [-1.591, 0.689, 5.030], [1.233, -3.309, 3.046]],
  "multiplicity": 1,
  "homo_lumo_gap_ev": [8.62, 8.62],
  "e_homo_ev": [-8.456, -8.454],
  "largest_force_ha_per_bohr": 0.004,
  "lumo_ha": [0.006, 0.006],
  "relative_energy_ev": 0.0000
}

***

{
  "formula": "C4H4BrN",
  "method": "ωB97M-V/def2-TZVPD",
  "species": ["C", "C", "Br", "C", "C", "N", "H", "H", "H", "H"],
  "xyz": [[-0.398, 1.533, -0.012], [-0.712, 0.121, -0.088], [-2.543, -0.465, -0.012], [0.300, -0.989, -0.011], [1.809, -1.656, -0.061], [2.820, -2.152, 0.105], [-0.524, 2.082, 0.963], [-1.141, 2.075, -0.692], [0.673, 1.483, -0.243], [-0.285, -2.033, 0.049]],
  "multiplicity": 1,
  "homo_lumo_gap_ev": 9.28,
  "e_homo_ev": -9.660,
  "largest_force_ha_per_bohr": 0.134,
  "lumo_ha": -0.014,
  "relative_energy_ev": 2.6675,
  "smiles": "C/C(Br)=C\\C#N"
}

***

{
  "formula": "C7H8O",
  "method": "ωB97M-V/def2-TZVPD",
  "species": ["C", "C", "C", "C", "C", "C", "C", "H", "H", "H", "H", "H", "H", "H", "H", "O"],
  "xyz": [[-0.834, -0.706, -1.658], [-0.183, -0.049, -0.502], [0.177, -0.978, 0.588], [1.075, 0.146, 1.180], [-0.078, 1.251, 1.407], [-0.793, 1.149, 0.320], [1.282, 0.399, -0.394], [-1.637, -1.566, -1.152], [-0.070, -1.118, -2.305], [-1.579, -0.089, -2.431], [0.658, -2.135, 0.630], [-0.604, -1.255, 1.463], [1.917, 0.028, 1.900], [-0.232, 2.073, 2.300], [-1.350, 2.024, -0.306], [2.252, 0.826, -1.039]],
  "multiplicity": 1,
  "homo_lumo_gap_ev": 10.53,
  "e_homo_ev": -9.558,
  "largest_force_ha_per_bohr": 0.159,
  "lumo_ha": 0.036,
  "relative_energy_ev": 5.2389
}

***

{
  "formula": "C4H4P2",
  "method": "ωB97M-V/def2-TZVPD",
  "species": ["C", "C", "C", "C", "P", "P", "H", "H", "H", "H"],
  "xyz": [[-0.263, -0.854, 0.816], [-1.030, -0.543, -0.380], [0.853, -0.089, 1.020], [-0.642, 0.504, -1.050], [2.275, 0.709, 1.040], [0.125, 1.601, -2.045], [-0.783, -1.321, 1.571], [-1.909, -1.062, -0.791], [1.896, 1.737, 1.774], [1.123, 0.505, -2.327]],
  "multiplicity": 1,
  "homo_lumo_gap_ev": 8.28,
  "e_homo_ev": -8.524,
  "largest_force_ha_per_bohr": 0.083,
  "lumo_ha": -0.009,
  "relative_energy_ev": 1.9729
}

***

Which formula does entry 1 have?
C22H16Br3CaCl2F5N3O4Te

***

Which formula does entry 1 have?
C22H16Br3CaCl2F5N3O4Te

***

Which value of multiplicity does entry 8 give?
1

***

Among the records above, which one has the highest multiplicity?
C10H12NS